Arrangement one

Entry from the OMol25 dataset: the ion H2O4P2 with charge -2 (the ωB97M-V functional and the def2-TZVPD basis).

```
8
H2O4P2 the ωB97M-V functional and the def2-TZVPD basis
O 1.6249 -1.1564 0.7830
P 1.1266 -0.2352 -0.2766
O 2.0004 0.9108 -0.6461
P -0.9453 0.3852 0.3061
O -2.5275 -0.3329 -0.8491
O -1.0752 1.8158 0.6416
H 0.8078 -0.9788 -1.4384
H -1.0116 -0.4086 1.4795
```

Summary:
LUMO energy	7.278	eV
net charge	-2
HOMO energy	0.0277	eV
orbital gap	7.250	eV

The net atomic charges from natural (NBO), expressed in e, are: O -1.1990; P 1.7239; O -1.1887; P 1.4042; O -1.1935; O -1.1635; H -0.2146; H -0.1687

=====

Arrangement two

Entry from the OMol25 dataset: the ion H2O4P2 with charge -2 (the ωB97M-V functional and the def2-TZVPD basis).

```
8
H2O4P2 the ωB97M-V functional and the def2-TZVPD basis
O 0.8385 2.3625 -1.6355
P 0.5072 1.4683 -0.4514
O 0.7599 2.0513 0.8936
P 1.2979 -0.6691 -0.6063
O 2.7937 -0.7691 -0.6677
O 0.5464 -1.3546 -1.6525
H -0.8703 0.8785 -0.8816
H 0.9968 -1.2654 0.7695
```

Summary:
LUMO energy	7.465	eV
net charge	-2
HOMO energy	0.3902	eV
orbital gap	7.075	eV

The net atomic charges from natural (NBO), expressed in e, are: O -1.2098; P 1.6670; O -1.1976; P 1.6927; O -1.2257; O -1.2113; H -0.2455; H -0.2698

=====

Most stable structure: arrangement two

=====

Arrangement one

Entry from the OMol25 dataset: a structure of composition C26H19Cl2F12IrNO6PS2 (the ωB97M-V functional and the def2-TZVPD basis).

```
70
C26H19Cl2F12IrNO6PS2 the ωB97M-V functional and the def2-TZVPD basis
Ir 0.7074 -0.6613 -0.5612
O -0.0566 0.3006 -3.4345
C 0.0206 1.0145 -2.5558
C -0.0937 2.3144 -2.0010
C -0.2208 3.3215 -2.9739
C -0.4559 4.6159 -2.5570
C -0.5716 4.8932 -1.2000
C -0.4318 3.8854 -0.2495
C -0.1800 2.5849 -0.6395
P 0.1747 1.2461 0.5406
C -1.1281 1.3042 1.7742
C -2.4080 1.7709 1.4759
C -3.3755 1.7971 2.4679
C -3.0699 1.3619 3.7489
C -1.8020 0.8809 4.0438
C -0.8310 0.8405 3.0582
C 1.6841 1.8374 1.3502
C 1.6466 2.7534 2.4009
C 2.8295 3.2255 2.9464
C 4.0515 2.7897 2.4502
C 4.0957 1.8816 1.4028
C 2.9149 1.4098 0.8499
H -0.1488 3.0759 -4.0252
H -0.5566 5.4048 -3.2889
H -0.7667 5.9063 -0.8744
H -0.5130 4.1212 0.8037
H -2.6531 2.1024 0.4755
H -4.3701 2.1535 2.2370
H -3.8292 1.3848 4.5194
H -1.5700 0.5347 5.0420
H 0.1595 0.4714 3.2911
H 0.6997 3.0844 2.8083
H 2.7965 3.9295 3.7670
H 4.9714 3.1587 2.8836
H 5.0445 1.5362 1.0153
H 2.9704 0.7048 0.0258
F -1.9775 -2.9094 -2.6226
C -2.7636 -1.8467 -2.6432
F -2.4461 -1.0998 -3.7008
F -4.0262 -2.2146 -2.7305
S -2.5159 -0.8006 -1.0955
O -1.2465 -1.3535 -0.5565
O -2.3637 0.5584 -1.5482
N -3.7204 -0.9878 -0.1816
S -4.1505 -2.4404 0.4024
O -5.5408 -2.6515 0.2218
O -3.1900 -3.4490 0.0604
C -3.9095 -2.1110 2.1983
F -4.7551 -1.1856 2.6236
F -4.0950 -3.2309 2.8806
F -2.6550 -1.6869 2.4102
C 2.1558 -2.6320 -3.5511
C 2.8436 -2.4883 -2.1982
O 2.1469 -1.6507 -1.3443
C 4.2401 -1.8548 -2.3779
F 4.8520 -1.6352 -1.2117
F 4.1028 -0.6584 -2.9825
F 5.0332 -2.6090 -3.1376
C 2.9292 -3.8682 -1.5070
F 3.5621 -4.7672 -2.2589
F 1.6747 -4.3163 -1.2986
F 3.5318 -3.8055 -0.3196
H 2.0887 -1.6529 -4.0222
H 1.1524 -3.0258 -3.3938
H 2.7051 -3.3063 -4.2046
Cl 1.0545 -2.0415 1.6299
C -0.0318 -3.4724 1.3441
Cl 0.7325 -4.9289 1.9225
H -0.2103 -3.5309 0.2781
H -0.9421 -3.2829 1.8976
```

Summary:
LUMO energy (spin up / spin down)	-4.968 / -5.644	eV
spin multiplicity	2
net charge	+1
HOMO energy (spin up / spin down)	-12.5018 / -12.4346	eV
⟨S²⟩	0.7594
orbital gap (spin up / spin down)	7.534 / 6.791	eV

The net atomic charges from natural (NBO), expressed in e, are: Ir 0.9120; O -0.3231; C 0.8421; C -0.2733; C -0.1050; C -0.1800; C -0.1343; C -0.1244; C -0.2763; P 1.1414; C -0.4564; C -0.1837; C -0.1881; C -0.1640; C -0.2212; C -0.1206; C -0.4305; C -0.1877; C -0.1968; C -0.1633; C -0.2141; C -0.1241; H 0.2469; H 0.2490; H 0.2437; H 0.2349; H 0.2353; H 0.2346; H 0.2336; H 0.2328; H 0.2195; H 0.2270; H 0.2329; H 0.2339; H 0.2361; H 0.2070; F -0.2915; C 0.7529; F -0.3046; F -0.2840; S 2.2509; O -0.9481; O -0.9405; N -1.1824; S 2.2436; O -0.8664; O -0.9347; C 0.7246; F -0.2973; F -0.2938; F -0.3298; C -0.6394; C 0.0910; O -0.8215; C 0.9668; F -0.3075; F -0.3258; F -0.3016; C 0.9632; F -0.3018; F -0.3287; F -0.3041; H 0.2314; H 0.2377; H 0.2536; Cl 0.0240; C -0.3707; Cl 0.0495; H 0.2428; H 0.2466

=====

Arrangement two

Entry from the OMol25 dataset: a structure of composition C26H19Cl2F12IrNO6PS2 (the ωB97M-V functional and the def2-TZVPD basis).

```
70
C26H19Cl2F12IrNO6PS2 the ωB97M-V functional and the def2-TZVPD basis
Ir -0.0611 0.8859 -0.3977
O 1.8150 -0.2303 -0.3093
C 2.2357 -1.3952 0.0952
C 1.9757 -2.5097 -0.9456
C 3.0109 -3.3789 -1.2522
C 2.7786 -4.4566 -2.0918
C 1.5162 -4.6664 -2.6175
C 0.4991 -3.7684 -2.3542
C 0.7178 -2.6674 -1.5213
P -0.7282 -1.5729 -1.2285
C -1.6674 -1.7140 -2.7969
C -1.2575 -0.9843 -3.9117
C -1.8934 -1.1576 -5.1281
C -2.9548 -2.0429 -5.2417
C -3.3758 -2.7603 -4.1317
C -2.7545 -2.5824 -2.9090
C -1.7796 -2.5315 -0.0896
C -1.4971 -3.8514 0.2576
C -2.4020 -4.5562 1.0303
C -3.5640 -3.9459 1.4821
C -3.8347 -2.6217 1.1561
C -2.9411 -1.9100 0.3805
H 3.9882 -3.2302 -0.8215
H 3.5881 -5.1300 -2.3270
H 1.3185 -5.5268 -3.2386
H -0.4780 -3.9154 -2.7912
H -0.4317 -0.2949 -3.8233
H -1.5615 -0.6012 -5.9917
H -3.4631 -2.1665 -6.1861
H -4.1904 -3.4625 -4.2166
H -3.1003 -3.1381 -2.0511
H -0.5903 -4.3313 -0.0758
H -2.1928 -5.5841 1.2795
H -4.2507 -4.4979 2.1029
H -4.7374 -2.1491 1.5119
H -3.1196 -0.8748 0.1331
F 1.7015 2.8123 0.2575
C 1.2888 3.7113 1.1663
F 2.1483 3.7187 2.1617
F 1.3232 4.8930 0.5551
S -0.4872 3.3980 1.7923
O -0.8547 2.0427 1.3919
O -0.4649 3.6865 3.1686
N -1.3301 4.4126 0.9278
S -1.7045 3.8936 -0.4955
O -2.1500 4.8977 -1.3808
O -0.6743 3.0082 -1.0632
C -3.1646 2.6961 -0.2385
F -3.5529 2.6289 1.0230
F -4.1983 3.0465 -0.9845
F -2.8077 1.4498 -0.6279
C -0.2202 -2.0455 3.1548
C 0.4935 -1.1541 2.1095
O -0.3754 -0.7951 1.1434
C 1.6891 -1.9700 1.4954
F 1.2542 -3.2455 1.2956
F 2.7065 -2.1072 2.3504
F 3.6082 -1.3031 0.2968
C 1.0358 0.0844 2.8835
F 1.6005 0.9959 2.0770
F 0.0438 0.6938 3.5234
F 1.9400 -0.2364 3.8020
H -0.5251 -2.9741 2.6785
H -1.1070 -1.5210 3.5037
H 0.4374 -2.2590 3.9944
Cl 1.1357 1.4100 -2.7522
C 1.8504 3.0258 -2.8676
Cl 3.4870 3.0428 -2.2148
H 1.2093 3.6848 -2.2793
H 1.8763 3.3019 -3.9250
```

Summary:
LUMO energy (spin up / spin down)	-6.405 / -6.463	eV
spin multiplicity	2
net charge	+1
HOMO energy (spin up / spin down)	-12.6690 / -12.6593	eV
⟨S²⟩	0.9281
orbital gap (spin up / spin down)	6.264 / 6.197	eV

The net atomic charges from natural (NBO), expressed in e, are: Ir 1.3156; O -0.6450; C 0.5309; C 0.0673; C -0.2109; C -0.1490; C -0.2070; C -0.1769; C -0.4541; P 1.4049; C -0.4459; C -0.1159; C -0.2189; C -0.1427; C -0.2028; C -0.1790; C -0.4061; C -0.1983; C -0.1953; C -0.1652; C -0.2197; C -0.1244; H 0.2510; H 0.2344; H 0.2356; H 0.2314; H 0.2052; H 0.2331; H 0.2336; H 0.2356; H 0.2360; H 0.2422; H 0.2348; H 0.2340; H 0.2354; H 0.2155; F -0.3287; C 0.7459; F -0.2756; F -0.2990; S 2.2456; O -1.0045; O -0.8284; N -1.1464; S 2.2437; O -0.8427; O -1.0367; C 0.7399; F -0.2888; F -0.2831; F -0.3340; C -0.6125; C 0.0990; O -0.5713; C 0.6331; F -0.3400; F -0.2972; F -0.3211; C 0.9645; F -0.3355; F -0.3092; F -0.3001; H 0.2399; H 0.2439; H 0.2572; Cl 0.0769; C -0.4005; Cl 0.0375; H 0.2542; H 0.2544

=====

Most stable structure: arrangement one